The following is a quantum chemistry calculation of a molecular structure, C31H32Br2Cl2N5OPdS2 in a non-equilibrium geometry, from the Open Molecules 2025 dataset.

Output
orbital gap (alpha / beta): 6.160 / 6.340 eV
⟨S²⟩: 6.0220
spin multiplicity: 5
total energy: -8541.84389 Ha
charge: +1
max |F|: 3.38 eV/A
ΔE to the lowest compared entry with this formula, charge and spin: 60.1 kJ/mol

Last column: Löwdin charge in e.
Positions of all 76 atoms, in Å:
Pd (-11.86025, -14.33137, 9.63665)  0.680
Br (-16.76803, -13.91137, 14.30807)  0.852
C (-15.41736, -13.78639, 13.01802)  -0.657
C (-14.52360, -12.74822, 12.92019)  -0.065
C (-13.66183, -12.79712, 11.85586)  -0.116
N (-13.61003, -13.79590, 10.99272)  0.041
C (-14.46081, -14.83347, 11.12406)  -0.179
C (-15.42990, -14.81342, 12.08385)  -0.073
C (-14.31145, -16.08795, 10.26940)  -0.173
C (-15.24027, -17.14968, 10.30769)  -0.053
C (-15.11170, -18.20301, 9.44758)  -0.684
Br (-16.32464, -19.61439, 9.52439)  0.846
C (-13.95339, -18.28427, 8.63880)  -0.057
C (-13.02295, -17.24381, 8.74230)  -0.077
N (-13.23479, -16.12167, 9.48930)  0.031
H (-14.43541, -11.90111, 13.61937)  0.136
H (-12.96996, -11.99462, 11.66124)  0.123
H (-16.19457, -15.51984, 12.39658)  0.088
H (-16.11124, -17.08502, 10.97792)  0.115
H (-13.76227, -19.13740, 8.00262)  0.111
H (-12.21800, -17.25463, 8.05414)  0.060
Cl (-11.34281, -15.15381, 14.54200)  0.709
C (-10.90525, -13.77988, 13.60461)  -0.708
C (-11.06738, -12.57444, 14.28845)  -0.164
C (-10.55216, -11.42258, 13.80182)  -0.048
C (-9.94510, -11.51151, 12.48420)  -0.091
C (-10.01853, -12.66866, 11.78242)  -0.710
Cl (-9.58814, -12.61950, 10.10375)  0.714
C (-10.47577, -13.87594, 12.29354)  -0.737
S (-10.32707, -15.38581, 11.35230)  0.587
H (-11.44974, -12.63698, 15.35814)  0.131
H (-10.60593, -10.46092, 14.38258)  0.133
H (-9.65281, -10.63551, 11.99567)  0.086
C (-10.38024, -18.70739, 2.16796)  -0.076
C (-10.22854, -17.84068, 3.48296)  -0.209
C (-9.85649, -18.60338, 4.78655)  -0.197
N (-10.11008, -17.79247, 5.94363)  -0.004
C (-9.35064, -16.72707, 6.30330)  -0.572
S (-9.61105, -15.87931, 7.80996)  0.973
N (-8.07048, -16.66429, 5.61692)  0.079
C (-6.86472, -17.18535, 6.07588)  -0.481
O (-5.83524, -16.77418, 5.64945)  0.133
C (-7.03111, -18.26643, 7.08485)  -0.160
C (-7.03511, -17.89114, 8.43520)  -0.062
C (-7.09736, -18.84688, 9.47476)  -0.038
C (-7.24509, -20.21477, 9.13218)  -0.081
C (-7.16330, -20.59116, 7.81224)  -0.076
C (-7.06557, -19.65919, 6.71386)  0.012
H (-10.68555, -18.09238, 1.30038)  0.081
H (-11.07113, -19.55424, 2.26337)  0.073
H (-9.41873, -19.08668, 2.01517)  0.045
H (-11.15314, -17.24058, 3.73799)  0.109
H (-9.41627, -17.14850, 3.32577)  0.083
H (-8.83257, -18.93366, 4.80071)  0.092
H (-10.47578, -19.49693, 4.82766)  0.126
H (-11.09824, -17.74182, 6.24436)  0.125
H (-7.89896, -16.08903, 4.79088)  0.146
H (-6.82697, -16.84626, 8.70541)  0.118
H (-7.07943, -18.44401, 10.47075)  0.100
H (-7.30423, -20.93852, 9.86014)  0.076
H (-7.11360, -21.68703, 7.65933)  0.113
H (-7.08326, -20.04133, 5.67980)  0.114
C (-11.71853, -14.63994, 5.44404)  -0.057
C (-11.20139, -13.78923, 6.56342)  -0.626
C (-12.36858, -12.99257, 7.12172)  -0.079
C (-9.97224, -12.91539, 6.25022)  -0.021
N (-10.69186, -14.68705, 7.71153)  -0.414
H (-12.22650, -14.12610, 4.66525)  0.083
H (-12.47513, -15.36913, 5.75529)  0.090
H (-10.91908, -15.25707, 4.98686)  0.067
H (-12.78871, -12.45943, 6.26084)  0.107
H (-12.04955, -12.29742, 7.86566)  0.054
H (-13.17074, -13.57308, 7.57022)  0.066
H (-10.21403, -12.24779, 5.42498)  0.097
H (-9.08550, -13.50813, 6.09325)  0.074
H (-9.78998, -12.24967, 7.09428)  0.065